Record 1
{"formula": "CH6N3S2", "method": "ωB97M-V with the def2-TZVPD basis set", "lumo_energy_ev": -4.1, "total_charge": 1, "spin_multiplicity": 1, "de_lowest_kcal_mol": 31.5, "molar_mass_g_mol": 124.21, "energy_ev": -27266.6901, "gap_ha": 0.3794, "species": ["H", "H", "S", "H", "N", "N", "H", "S", "H", "C", "H", "N"], "coordinates": [[0.61336, 1.67013, 1.10371], [0.41190, 2.26368, -0.43713], [1.93017, -0.43021, 0.29395], [-1.35063, -2.56840, 0.09998], [0.23921, 0.19773, -0.09342], [0.05385, 1.55475, 0.27962], [2.49654, -0.12856, -0.91388], [-2.37604, 0.00199, 0.17224], [0.23417, -2.52117, 0.23692], [-0.72383, -0.72297, 0.06006], [-2.11391, 1.23620, 0.19287], [-0.58251, -1.99598, 0.11241]], "forces_ev_per_angstrom": [[0.1, 0.4, 0.6], [-0.5, -1.9, 0.9], [-1.0, 0.5, -1.0], [-2.6, -1.3, 0.0], [3.3, -0.8, 0.5], [-0.1, 0.6, -1.3], [-0.4, -0.1, 0.5], [-0.5, -4.1, -0.1], [1.9, -0.1, 0.0], [-1.9, 4.3, 0.1], [1.1, 2.3, 0.0], [0.7, 0.2, -0.1]], "nbo_charge": [0.3822, 0.4030, 0.1476, 0.4283, -0.3419, -0.6409, 0.1683, 0.1297, 0.4440, 0.4072, 0.1781, -0.7057]}

Record 2
{"formula": "C2H4NO3S", "method": "ωB97M-V with the def2-TZVPD basis set", "lumo_energy_ev": 4.2, "total_charge": -1, "spin_multiplicity": 1, "de_lowest_kcal_mol": 23.2, "molar_mass_g_mol": 122.12, "energy_ev": -20606.7680, "gap_ha": 0.3397, "smiles": "O=S(=O)([O-])N1CC1", "species": ["C", "C", "H", "S", "N", "H", "H", "H", "O", "O", "O"], "coordinates": [[0.05875, 0.82095, 0.24582], [0.03307, -0.65531, 0.08608], [0.47181, 1.28507, -0.57544], [2.54535, -0.01903, -0.04112], [1.00684, -0.13159, 0.87189], [0.05117, -1.05387, -0.94214], [-0.56507, 1.20515, 0.97893], [-0.71623, -1.07597, 0.62445], [2.99275, 1.33026, 0.29593], [2.21747, -0.15058, -1.48647], [3.24521, -1.17312, 0.52498]], "forces_ev_per_angstrom": [[0.6, -2.5, 0.8], [-2.4, -0.3, -3.1], [0.4, 1.6, -1.4], [-0.5, -0.3, -0.1], [3.7, 1.4, -0.3], [1.0, 0.2, 0.6], [-1.1, 1.3, 0.8], [-2.3, -1.7, 1.6], [0.3, -0.8, 0.1], [0.2, 0.0, 1.5], [0.0, 1.0, -0.5]], "nbo_charge": [-0.3043, -0.2581, 0.2202, 2.4374, -0.6005, 0.2125, 0.1810, 0.1580, -1.0127, -1.0301, -1.0035]}

Record 3
{"formula": "C8H11NO3", "method": "ωB97M-V with the def2-TZVPD basis set", "lumo_energy_ev": -0.5, "total_charge": 0, "spin_multiplicity": 1, "de_lowest_kcal_mol": 0.0, "molar_mass_g_mol": 169.18, "energy_ev": -16107.1496, "gap_ha": 0.3348, "smiles": "CCCCNC1=CC(=O)OC1=O", "species": ["H", "H", "C", "H", "C", "H", "H", "H", "H", "C", "C", "H", "O", "C", "C", "H", "H", "N", "C", "H", "O", "C", "O"], "coordinates": [[-2.77905, -0.42314, 1.32668], [-1.22570, 1.71241, -0.24687], [1.62733, -0.34056, -0.32427], [-0.41352, -2.46462, 1.16893], [1.84814, 0.82202, 0.61193], [-0.96591, -0.67388, -1.11555], [-0.93567, 1.26668, 1.44248], [-0.16379, -0.79640, 1.62324], [-2.43736, 2.04000, 0.99997], [-1.69338, 1.31876, 0.65927], [-2.34465, -0.03796, 0.39973], [-3.15953, 0.09500, -0.31578], [1.57354, 0.93352, 1.76499], [2.10525, 0.02420, -1.52073], [-1.37580, -1.07166, -0.18060], [2.13953, -0.56257, -2.42441], [1.16703, -2.23809, -0.56397], [1.09913, -1.51155, 0.13789], [2.60033, 1.40096, -1.42241], [-1.93513, -1.97292, -0.44461], [3.00971, 2.13644, -2.25412], [-0.23146, -1.46764, 0.76837], [2.49097, 1.81098, -0.09015]], "forces_ev_per_angstrom": [[-0.1, 0.0, 0.0], [0.0, 0.0, 0.0], [-0.1, 0.2, 0.2], [0.0, 0.0, 0.1], [0.2, 0.3, 0.2], [0.1, 0.0, 0.1], [0.0, 0.0, -0.1], [0.0, 0.0, -0.1], [0.0, 0.0, -0.1], [-0.1, 0.0, 0.2], [0.2, 0.1, -0.1], [-0.1, -0.1, 0.1], [0.0, -0.1, -0.1], [0.1, -0.2, 0.1], [-0.1, 0.0, 0.0], [0.0, 0.1, -0.1], [-0.1, 0.0, 0.0], [0.0, -0.1, -0.4], [0.0, -0.3, 0.1], [0.0, 0.0, -0.1], [0.2, 0.3, -0.3], [0.0, -0.1, 0.3], [-0.4, -0.1, 0.1]], "nbo_charge": [0.1981, 0.2000, 0.1401, 0.2076, 0.7496, 0.2001, 0.2145, 0.2255, 0.2174, -0.6200, -0.3903, 0.2056, -0.5140, -0.3856, -0.4233, 0.2399, 0.3781, -0.5716, 0.7572, 0.2086, -0.5110, -0.2301, -0.4964]}